Record 1
Here is 3 unconnected molecules or ions with the total composition C19H31F6INO6 in a non-equilibrium geometry from the OMol25 dataset. Energies are from ωB97M-V with the def2-TZVPD basis set.

Computed properties:
Highest occupied orbital energy, eV: -2.76
Total charge: -1

Cartesian coordinates (Å):
C (1.351, 0.841, 1.686)
O (2.485, 1.448, 0.961)
C (2.470, 2.917, 1.039)
C (1.877, 3.672, -0.300)
C (1.996, 2.800, -1.683)
C (0.645, 1.877, -2.009)
C (-0.699, 2.781, -2.266)
C (-2.114, 2.053, -1.872)
C (-2.424, 1.952, -0.266)
C (-2.897, 3.359, 0.439)
N (-1.637, 4.020, 0.979)
C (-1.845, 5.492, 1.259)
C (-1.360, 6.416, -0.039)
O (-2.255, 6.681, -1.025)
I (0.672, 7.241, -0.280)
H (0.450, 0.783, 0.930)
H (1.560, -0.283, 2.019)
H (0.977, 1.453, 2.611)
H (3.594, 3.297, 1.161)
H (1.874, 3.348, 1.970)
H (2.532, 4.656, -0.465)
H (0.794, 4.042, -0.059)
H (2.048, 3.593, -2.572)
H (2.967, 2.134, -1.730)
H (0.891, 1.349, -3.051)
H (0.503, 0.991, -1.242)
H (-0.538, 3.830, -1.772)
H (-0.744, 2.976, -3.443)
H (-2.989, 2.632, -2.394)
H (-2.124, 0.959, -2.321)
H (-3.283, 1.138, -0.107)
H (-1.497, 1.556, 0.329)
H (-3.538, 3.064, 1.401)
H (-3.528, 4.063, -0.258)
H (-2.981, 5.719, 1.442)
H (-1.146, 5.836, 2.162)
C (-1.529, -4.535, 3.146)
C (-0.827, -3.340, 2.529)
O (-1.336, -3.079, 1.213)
C (-2.505, -2.366, 1.148)
O (-3.115, -1.961, 2.135)
C (-2.905, -2.116, -0.305)
F (-2.783, -3.229, -1.084)
F (-2.134, -1.156, -0.892)
F (-4.196, -1.701, -0.440)
H (-1.457, -5.406, 2.487)
H (-1.089, -4.786, 4.115)
H (-2.595, -4.335, 3.292)
H (0.240, -3.559, 2.420)
H (-0.908, -2.450, 3.165)
C (2.861, -4.154, -2.982)
C (2.460, -5.439, -2.280)
O (2.854, -5.405, -0.900)
C (2.014, -4.733, -0.050)
O (0.979, -4.176, -0.408)
C (2.523, -4.818, 1.389)
F (3.863, -4.586, 1.488)
F (2.308, -6.048, 1.937)
F (1.922, -3.921, 2.221)
H (3.931, -3.964, -2.855)
H (2.635, -4.210, -4.050)
H (2.333, -3.293, -2.560)
H (2.984, -6.284, -2.739)
H (1.386, -5.635, -2.377)

Forces on atoms 1 to 3 (eV/Å):
C -1.32 -0.56 -0.62
O -1.35 0.87 1.81
C 0.53 1.65 -0.26

---

Record 2
Here is 2 unconnected molecules or ions with the total composition CH3Cl2PS2 in a non-equilibrium geometry from the OMol25 dataset. Energies are from ωB97M-V with the def2-TZVPD basis set.

Computed properties:
ΔE to the lowest compared entry with this formula, charge and spin, eV: 3.6241
Highest occupied orbital energy (spin up / spin down), eV: -9.57 / -9.57

Cartesian coordinates (Å):
C (1.576, 0.159, -0.284)
P (-1.302, 0.077, 0.129)
S (-1.208, -2.946, 0.817)
S (0.247, 1.180, -0.813)
Cl (-2.873, 0.421, -1.129)
Cl (-1.857, 1.403, 1.609)
H (1.796, 0.088, 0.916)
H (2.458, 0.493, -0.873)
H (1.163, -0.876, -0.372)

Forces on atoms 1 to 3 (eV/Å):
C 0.61 -1.86 3.26
P 0.02 0.46 -0.01
S 0.04 0.54 -0.12